Molecular formula: C47H46Cl3N7NdO2P2
Method: DFT, ωB97M-V/def2-TZVPD

The geometry in XYZ format:
```
108
Properties=species:S:1:pos:R:3:forces:R:3
Nd -0.805276 0.224511 0.903618 -1.2 -0.8 -0.4
C 2.590958 -0.634663 0.626629 0.0 0.3 0.0
P 1.385916 -1.270384 1.885810 1.8 -0.8 0.2
C 1.616542 -3.041823 1.510673 -0.4 0.1 0.0
C 2.560876 -3.856599 2.121561 0.0 0.1 0.0
C 2.765892 -5.140861 1.647528 0.1 -0.1 0.0
C 2.044731 -5.610075 0.561246 0.0 0.0 0.0
C 1.088164 -4.805136 -0.038809 0.0 -0.1 -0.1
C 0.869383 -3.529119 0.441252 -0.1 0.1 0.0
C 2.213492 -1.067056 3.497076 -0.4 0.2 0.0
C 1.632100 -1.723857 4.582359 0.0 0.1 -0.2
C 2.177376 -1.619483 5.846115 0.0 0.0 0.1
C 3.299750 -0.828931 6.043917 0.0 0.0 0.0
C 3.841288 -0.119251 4.984023 0.0 0.0 0.2
C 3.300988 -0.231128 3.713920 -0.1 -0.1 -0.2
C 1.937641 -0.749949 -0.720499 0.5 0.0 -0.1
C 2.493538 -1.033017 -1.950020 0.1 0.0 0.4
C 1.438366 -1.019113 -2.883581 -0.4 0.2 0.1
C 0.293118 -0.722919 -2.174815 -0.1 -0.1 -0.4
C -1.143002 -0.661856 -2.599493 0.1 0.0 0.3
P -2.077067 -1.538247 -1.243731 -0.4 0.1 -1.3
C -3.791160 -1.017512 -1.636407 0.2 -0.1 0.2
C -4.602012 -1.587744 -2.610927 0.0 0.0 0.1
C -5.874708 -1.087950 -2.830646 0.0 0.0 -0.1
C -6.341010 -0.005221 -2.100924 0.0 0.0 0.0
C -5.529952 0.582447 -1.141885 -0.1 0.2 0.0
C -4.267102 0.070227 -0.908672 0.1 -0.1 0.1
C -2.020923 -3.262188 -1.856556 0.1 0.0 0.4
C -1.019353 -3.730924 -2.703232 -0.1 0.1 0.0
C -1.045997 -5.042365 -3.150129 0.0 -0.1 0.0
C -2.050498 -5.902522 -2.740629 0.0 0.0 0.0
C -3.028523 -5.452265 -1.867690 -0.1 -0.1 0.0
C -3.005413 -4.146392 -1.416301 0.1 0.1 0.0
N 0.586142 -0.559103 -0.843542 0.2 -0.1 0.0
H 3.516364 -1.222008 0.668594 -0.2 0.1 0.1
H 2.811654 0.416222 0.849008 0.0 -0.1 0.1
H 3.137957 -3.490328 2.957631 0.1 0.0 0.1
H 3.506610 -5.771592 2.116298 0.1 -0.1 0.0
H 2.225724 -6.604288 0.182040 0.0 -0.1 0.0
H 0.521861 -5.163549 -0.885597 -0.1 -0.1 0.0
H 0.128024 -2.881754 -0.021759 0.1 -0.2 0.0
H 0.740930 -2.315346 4.416050 -0.1 -0.2 0.1
H 1.725596 -2.144619 6.674848 0.0 -0.1 0.1
H 3.747206 -0.762571 7.024248 0.0 0.1 0.1
H 4.684403 0.530829 5.152347 0.1 0.1 0.0
H 3.725089 0.337617 2.899130 0.1 0.0 0.0
H 3.526065 -1.240631 -2.156889 0.2 0.0 0.0
H 1.519325 -1.186531 -3.940114 -0.1 -0.1 -0.2
H -1.316375 -1.147102 -3.565336 0.0 0.1 0.1
H -1.524784 0.365638 -2.656896 0.0 -0.2 0.0
H -4.241782 -2.429215 -3.184606 0.0 -0.1 -0.1
H -6.504187 -1.545401 -3.579023 -0.1 0.0 -0.1
H -7.337958 0.368172 -2.277640 -0.1 0.1 0.0
H -5.885448 1.433889 -0.580105 -0.1 0.1 0.1
H -3.628563 0.496867 -0.134207 -0.2 0.0 -0.1
H -0.209467 -3.089276 -3.010916 0.1 0.1 0.0
H -0.278083 -5.393268 -3.823208 0.1 0.0 0.0
H -2.061526 -6.924546 -3.087889 0.0 -0.1 -0.1
H -3.814716 -6.120157 -1.546109 0.0 0.0 0.1
H -3.767568 -3.794585 -0.732711 -0.1 0.0 0.0
N -5.807036 8.134995 -5.231257 -0.3 0.4 -0.3
C -5.122762 7.393872 -4.691680 -0.1 0.1 -0.1
C -4.283280 6.461655 -4.032760 0.5 -0.5 0.4
C -3.033484 6.860188 -3.559230 -0.1 -0.1 -0.1
C -2.218026 5.950069 -2.918485 0.0 -0.2 0.1
C -2.651589 4.640529 -2.751370 -0.5 0.6 -0.4
C -3.898659 4.236168 -3.220407 0.2 0.0 0.1
C -4.713477 5.144969 -3.864268 0.1 0.2 0.0
N -1.826793 3.711674 -2.094262 0.0 -0.5 0.4
C -0.487581 3.508755 -2.279991 0.6 -0.3 0.1
C -0.140675 2.468179 -1.472747 0.2 0.3 -0.3
N -1.246989 2.039196 -0.781094 -0.2 0.2 -0.4
C -2.235498 2.810968 -1.184039 -0.1 -0.2 0.2
H -2.708630 7.879302 -3.694757 0.0 0.1 0.0
H -1.260262 6.253576 -2.525005 0.1 0.0 0.0
H -4.223461 3.213384 -3.092807 0.0 -0.1 0.0
H -5.676476 4.844281 -4.250182 0.0 0.0 0.0
H 0.088886 4.096046 -2.964413 0.1 0.1 -0.1
H 0.811233 1.981056 -1.351743 0.1 0.1 0.0
H -3.245988 2.765106 -0.828569 -0.2 0.0 0.0
Cl -2.196447 2.567506 2.060390 -0.8 0.7 0.0
C -0.717183 2.612892 3.052803 0.7 0.4 0.0
Cl -0.569932 1.015850 3.799502 0.2 -0.1 0.8
Cl -0.811521 3.882793 4.239017 0.0 -0.2 -0.1
C 0.484071 2.801295 1.971716 -0.7 2.0 1.8
O 0.894728 3.921913 1.853288 0.2 0.0 -0.3
O 0.753786 1.724984 1.413771 1.0 -1.0 -1.0
C -2.699242 -3.157023 4.711764 0.0 -0.1 0.3
N -2.718953 -2.495372 3.426104 -0.1 0.2 0.0
C -1.919697 -3.135670 2.409029 0.1 0.0 -0.3
C -3.210288 -1.249848 3.240804 -0.2 -0.1 -0.1
N -2.805192 -0.517443 2.230656 -0.4 0.1 0.0
N -4.142348 -0.800681 4.142681 0.2 0.1 0.0
C -5.282725 -1.611571 4.522652 -0.2 -0.2 0.0
C -4.400578 0.619142 4.275732 0.1 0.1 0.1
H -1.693252 -3.534020 4.906840 0.0 0.0 0.0
H -3.380469 -4.011777 4.737015 0.0 0.0 0.0
H -2.965824 -2.458237 5.499191 0.0 0.0 0.0
H -2.128862 -4.206611 2.424721 0.1 0.0 -0.1
H -0.845518 -2.985702 2.584641 -0.2 -0.1 0.0
H -2.177394 -2.735484 1.424960 0.0 -0.1 0.1
H -3.473464 0.248868 2.125176 0.2 -0.2 0.1
H -5.180572 -2.617390 4.131629 0.0 -0.1 0.1
H -6.192960 -1.178195 4.096984 0.0 0.0 0.0
H -5.399032 -1.642364 5.607962 0.0 -0.1 0.0
H -5.137105 0.991484 3.550424 0.1 0.0 0.0
H -3.478628 1.191741 4.194496 0.0 -0.1 0.0
H -4.803865 0.788957 5.273743 0.0 0.0 0.0
```
Forces are in eV/Å.

## Properties
Highest occupied orbital energy (alpha / beta) = -9.458 / -9.458 eV
Charge = +1
Spin multiplicity = 4
Gap between HOMO and LUMO (alpha / beta) = 7.1726 / 7.1992 eV